Entry 1:
{"formula": "C4H8ClNO", "method": "the ωB97M-V functional and the def2-TZVPD basis", "relative_energy_kcal_mol": 83.2, "homo_ev": -7.067, "orbital_gap_ev": 7.909, "elements": ["C", "C", "C", "C", "N", "O", "Cl", "H", "H", "H", "H", "H", "H", "H", "H"], "xyz": [[-0.148, 1.570, 0.743], [0.724, -1.519, -0.053], [-0.204, 1.776, -1.717], [-0.059, -2.159, 1.087], [-0.674, 1.468, -0.487], [0.387, -1.421, -1.209], [1.313, 2.527, -1.764], [-0.795, 1.759, 1.590], [0.787, 2.005, 0.726], [1.687, -1.337, 0.358], [-0.700, 1.524, -2.550], [0.192, -3.190, 0.936], [-1.231, -2.164, 0.924], [0.224, -1.615, 2.043], [-1.503, 0.775, -0.626]]}

---

Entry 2:
{"formula": "C3H9BrSi", "method": "the ωB97M-V functional and the def2-TZVPD basis", "relative_energy_kcal_mol": 18.2, "homo_ev": -9.660, "orbital_gap_ev": 10.372, "elements": ["C", "C", "C", "Si", "Br", "H", "H", "H", "H", "H", "H", "H", "H", "H"], "xyz": [[-1.564, -0.566, -0.254], [-0.713, 0.593, 0.326], [2.097, -0.730, 0.129], [1.047, 0.861, -0.231], [3.993, -0.014, 0.019], [-1.703, -0.328, -1.307], [-0.845, -1.475, -0.388], [-2.272, -0.886, 0.469], [-0.799, 0.530, 1.335], [-1.327, 1.548, 0.174], [1.998, -1.007, 1.150], [2.051, -1.498, -0.660], [1.813, 1.906, 0.211], [1.036, 0.915, -1.645]]}

---

Entry 3:
{"formula": "C13H22Cl2N3O2Ti", "method": "the ωB97M-V functional and the def2-TZVPD basis", "s_squared": 2.006, "spin_multiplicity": 3, "relative_energy_kcal_mol": 0.8, "homo_ev": [-9.132, -10.925], "charge": 1, "orbital_gap_ev": [6.600, 8.251], "elements": ["Ti", "N", "C", "C", "N", "C", "C", "N", "H", "H", "H", "H", "H", "H", "H", "H", "H", "H", "H", "H", "H", "C", "C", "O", "C", "C", "C", "C", "C", "C", "O", "H", "H", "H", "H", "H", "H", "H", "Cl", "C", "Cl", "H", "H"], "xyz": [[-0.029, 0.039, -0.845], [1.701, 0.593, 0.599], [3.022, 0.677, -0.050], [3.105, -0.362, -1.152], [1.995, -0.219, -2.114], [2.155, 0.873, -3.098], [1.343, 2.108, -2.738], [-0.057, 1.722, -2.505], [1.499, 1.444, 1.113], [1.694, -0.160, 1.282], [3.845, 0.523, 0.652], [3.141, 1.679, -0.462], [3.023, -1.358, -0.710], [4.079, -0.299, -1.648], [1.923, -1.092, -2.625], [1.816, 0.503, -4.068], [3.209, 1.144, -3.213], [1.456, 2.851, -3.532], [1.713, 2.558, -1.816], [-0.501, 1.438, -3.373], [-0.592, 2.505, -2.144], [-2.109, 2.226, 2.212], [-1.528, 1.045, 1.480], [-1.158, 1.276, 0.298], [-1.452, -0.249, 2.125], [-1.972, -0.353, 3.445], [-2.054, -1.538, 4.116], [-1.619, -2.711, 3.476], [-1.107, -2.663, 2.210], [-0.981, -1.447, 1.495], [-0.456, -1.503, 0.300], [-2.021, 3.101, 1.575], [-1.592, 2.408, 3.154], [-3.162, 2.058, 2.440], [-2.327, 0.539, 3.940], [-2.456, -1.576, 5.119], [-1.688, -3.661, 3.990], [-0.760, -3.558, 1.709], [-2.922, -0.635, -1.731], [-2.300, -2.255, -2.089], [-0.749, -2.139, -2.950], [-3.010, -2.774, -2.721], [-2.118, -2.759, -1.147]]}

---

Entry 4:
{"formula": "C4H6N2", "method": "the ωB97M-V functional and the def2-TZVPD basis", "relative_energy_kcal_mol": 81.9, "homo_ev": -7.293, "orbital_gap_ev": 8.297, "elements": ["C", "C", "C", "C", "N", "N", "H", "H", "H", "H", "H", "H"], "xyz": [[1.604, 0.627, -0.449], [0.538, 1.064, -1.289], [0.052, -0.307, 0.890], [-1.008, -1.358, 1.219], [1.137, -0.050, 0.553], [-0.665, 0.840, -0.941], [2.597, 0.716, -0.468], [0.757, 1.758, -2.062], [-1.967, -0.888, 1.099], [-0.741, -2.081, 0.526], [-0.908, -1.604, 2.279], [-1.395, 1.281, -1.357]]}

---

Entry 5:
{"formula": "C6H10ClInNO3", "method": "the ωB97M-V functional and the def2-TZVPD basis", "homo_ev": -22.042, "charge": 3, "orbital_gap_ev": 3.137, "elements": ["C", "C", "Cl", "C", "C", "O", "C", "O", "O", "C", "N", "H", "H", "H", "H", "H", "H", "H", "H", "H", "H", "In"], "xyz": [[2.294, 0.736, 0.702], [1.640, -0.366, -0.328], [3.069, -1.499, -0.772], [0.539, -1.302, 0.402], [-0.998, -0.964, 0.056], [-1.778, -1.320, 1.248], [-2.576, -0.136, 1.548], [-2.918, 0.312, 2.669], [-2.837, 0.443, 0.227], [-1.464, 0.560, -0.283], [-1.488, 1.050, -1.672], [3.291, 1.100, 0.223], [2.554, 0.220, 1.695], [1.548, 1.604, 0.805], [1.219, 0.149, -1.278], [0.729, -1.321, 1.545], [0.723, -2.390, 0.024], [-1.404, -1.652, -0.781], [-1.000, 1.269, 0.506], [-0.895, 1.901, -1.741], [-2.461, 1.407, -1.857], [2.214, 0.201, -2.936]]}

---

Entry 6:
{"formula": "C29H53N2O10", "method": "the ωB97M-V functional and the def2-TZVPD basis", "homo_ev": -11.668, "charge": 1, "orbital_gap_ev": 8.515, "elements": ["C", "C", "C", "N", "C", "C", "C", "C", "C", "C", "N", "H", "H", "H", "H", "H", "H", "H", "H", "H", "H", "H", "H", "H", "O", "C", "O", "C", "C", "C", "H", "H", "H", "H", "H", "H", "H", "H", "O", "C", "O", "C", "C", "C", "H", "H", "H", "H", "H", "H", "H", "H", "O", "C", "O", "C", "C", "C", "H", "H", "H", "H", "H", "H", "H", "H", "O", "C", "O", "C", "C", "C", "H", "H", "H", "H", "H", "H", "H", "H", "O", "C", "O", "C", "C", "C", "H", "H", "H", "H", "H", "H", "H", "H"], "xyz": [[-2.493, 1.092, 0.976], [-2.614, -0.250, 0.434], [-3.306, -0.598, -0.806], [-3.376, -1.971, -1.353], [-1.902, -2.356, -1.435], [-1.557, -3.094, -2.812], [-2.599, -2.294, -3.739], [-3.849, -2.171, -2.760], [-3.930, 0.571, -1.456], [-3.719, 1.843, -0.795], [-3.044, 2.151, 0.327], [-1.901, 1.226, 1.936], [-2.121, -1.079, 1.002], [-3.830, -2.667, -0.744], [-1.488, -2.983, -0.609], [-1.252, -1.448, -1.525], [-0.489, -2.811, -2.983], [-1.724, -4.196, -2.797], [-2.768, -2.813, -4.710], [-2.181, -1.269, -3.936], [-4.338, -3.172, -2.929], [-4.593, -1.450, -3.170], [-4.523, 0.466, -2.393], [-4.192, 2.716, -1.315], [-0.287, 2.090, 3.229], [0.760, 1.684, 2.781], [0.909, 0.373, 2.529], [2.037, -0.191, 1.834], [3.195, -0.444, 2.774], [1.930, 2.606, 2.583], [2.319, 0.429, 0.980], [1.693, -1.143, 1.424], [3.561, 0.482, 3.221], [4.020, -0.922, 2.246], [2.883, -1.091, 3.597], [2.453, 2.728, 3.533], [1.553, 3.574, 2.252], [2.632, 2.273, 1.822], [6.359, 1.735, 4.220], [6.061, 2.358, 5.205], [4.814, 2.855, 5.326], [4.293, 3.454, 6.520], [4.667, 4.920, 6.606], [7.082, 2.671, 6.267], [4.597, 2.891, 7.405], [3.208, 3.364, 6.455], [5.748, 5.057, 6.655], [4.220, 5.379, 7.489], [4.320, 5.452, 5.718], [7.659, 3.544, 5.961], [7.749, 1.815, 6.364], [6.656, 2.843, 7.253], [4.927, -3.190, 2.095], [4.230, -4.127, 2.380], [2.887, -4.017, 2.277], [1.979, -5.116, 2.421], [1.647, -5.366, 3.877], [4.821, -5.395, 2.937], [2.362, -6.006, 1.918], [1.071, -4.828, 1.889], [2.533, -5.641, 4.451], [0.913, -6.169, 3.972], [1.241, -4.462, 4.335], [4.990, -5.269, 4.007], [5.774, -5.575, 2.441], [4.212, -6.280, 2.766], [0.942, 3.856, -5.057], [0.725, 3.470, -3.941], [-0.487, 3.680, -3.385], [-0.911, 3.112, -2.142], [-0.448, 3.953, -0.970], [1.810, 2.831, -3.114], [-0.596, 2.067, -2.061], [-2.000, 3.104, -2.170], [0.641, 4.002, -0.917], [-0.822, 3.545, -0.031], [-0.806, 4.979, -1.075], [2.421, 3.613, -2.662], [2.432, 2.226, -3.774], [1.441, 2.162, -2.339], [-4.419, -2.666, -7.318], [-5.168, -1.735, -7.177], [-5.105, -1.001, -6.045], [-5.814, 0.228, -5.835], [-7.226, -0.028, -5.349], [-6.230, -1.426, -8.196], [-5.784, 0.853, -6.729], [-5.260, 0.768, -5.063], [-7.810, -0.581, -6.085], [-7.737, 0.913, -5.140], [-7.212, -0.631, -4.438], [-7.093, -2.069, -8.019], [-5.825, -1.633, -9.186], [-6.547, -0.385, -8.204]]}

---

Entry 7:
{"formula": "C5H8NO2P", "method": "the ωB97M-V functional and the def2-TZVPD basis", "relative_energy_kcal_mol": 65.2, "smiles": "C=NC(=O)OC/C=P/C", "homo_ev": -9.210, "orbital_gap_ev": 9.128, "elements": ["C", "C", "C", "C", "C", "N", "O", "O", "P", "H", "H", "H", "H", "H", "H", "H", "H"], "xyz": [[2.801, 0.214, -0.288], [-2.296, -0.523, -0.850], [1.132, 1.607, 0.812], [-0.014, 1.138, -0.106], [2.158, -2.079, 0.353], [2.004, -0.893, -0.119], [3.877, 0.161, -0.852], [2.403, 1.370, 0.134], [-1.162, 0.068, 0.528], [-3.235, 0.005, -1.038], [-1.779, -0.467, -1.818], [1.164, 2.617, 1.206], [1.105, 0.964, 1.596], [-0.114, 1.420, -1.148], [-2.535, -1.578, -0.704], [2.903, -2.401, 1.175], [1.348, -2.851, 0.277]]}

---

Entry 8:
{"formula": "C34H32F5IrN5P", "method": "the ωB97M-V functional and the def2-TZVPD basis", "s_squared": 0.760, "spin_multiplicity": 2, "relative_energy_kcal_mol": 54.8, "homo_ev": [-11.197, -11.310], "charge": 1, "orbital_gap_ev": [6.506, 6.945], "elements": ["Ir", "F", "C", "F", "C", "F", "F", "F", "C", "C", "N", "C", "N", "C", "C", "C", "N", "C", "H", "H", "H", "H", "H", "H", "H", "H", "H", "H", "H", "H", "H", "N", "C", "C", "C", "C", "C", "C", "C", "H", "H", "H", "H", "N", "P", "C", "C", "C", "C", "C", "C", "C", "C", "C", "C", "C", "C", "C", "C", "C", "C", "C", "C", "H", "H", "H", "H", "H", "H", "H", "H", "H", "H", "H", "H", "H", "H", "H"], "xyz": [[-1.197, 0.453, 0.910], [-0.762, 1.405, 3.889], [-1.189, 0.301, 3.202], [-2.463, 0.058, 3.685], [-0.320, -0.888, 3.623], [-0.791, -2.012, 3.049], [-0.252, -1.120, 4.930], [0.939, -0.744, 3.180], [-5.422, -2.794, -0.516], [-5.149, -1.997, 0.753], [-3.805, -1.479, 0.665], [-2.784, -2.165, 0.116], [-1.580, -1.623, 0.178], [-0.423, -2.368, -0.278], [-0.682, -3.870, -0.305], [-1.961, -4.103, -1.089], [-3.034, -3.335, -0.494], [-4.370, -3.887, -0.627], [-5.368, -2.129, -1.380], [-6.410, -3.246, -0.481], [-5.260, -2.640, 1.635], [-5.838, -1.156, 0.849], [-3.557, -0.648, 1.192], [0.408, -2.141, 0.395], [-0.144, -2.021, -1.279], [-0.794, -4.242, 0.714], [0.158, -4.377, -0.776], [-2.242, -5.157, -1.064], [-1.827, -3.804, -2.137], [-4.527, -4.648, 0.147], [-4.436, -4.376, -1.602], [-4.505, 6.792, -1.261], [-4.048, 5.787, -0.959], [-3.479, 4.542, -0.597], [-3.453, 4.156, 0.743], [-2.919, 2.927, 1.090], [-2.373, 2.087, 0.115], [-2.406, 2.489, -1.221], [-2.953, 3.707, -1.582], [-3.853, 4.809, 1.503], [-2.928, 2.647, 2.138], [-2.002, 1.852, -1.996], [-2.975, 4.014, -2.619], [0.715, 0.773, 0.447], [2.190, 0.749, -0.099], [2.671, -0.950, -0.549], [3.188, -1.773, 0.444], [3.491, -3.090, 0.144], [3.256, -3.584, -1.130], [2.715, -2.764, -2.108], [2.404, -1.448, -1.818], [3.426, 1.315, 1.106], [3.025, 1.887, 2.304], [3.993, 2.292, 3.209], [5.336, 2.110, 2.919], [5.726, 1.538, 1.716], [4.771, 1.156, 0.794], [2.354, 1.823, -1.562], [3.320, 1.597, -2.534], [3.412, 2.465, -3.608], [2.558, 3.553, -3.699], [1.607, 3.783, -2.717], [1.499, 2.917, -1.644], [3.344, -1.383, 1.440], [3.911, -3.729, 0.905], [3.482, -4.614, -1.358], [2.535, -3.147, -3.102], [1.961, -0.804, -2.565], [1.972, 1.998, 2.518], [3.698, 2.752, 4.141], [6.083, 2.410, 3.636], [6.774, 1.391, 1.498], [5.061, 0.732, -0.159], [3.993, 0.755, -2.451], [4.154, 2.292, -4.373], [2.638, 4.228, -4.538], [0.953, 4.638, -2.785], [0.764, 3.072, -0.865]]}

---

Entry 9:
{"formula": "C32H29I2N7OSSe4Tl", "method": "the ωB97M-V functional and the def2-TZVPD basis", "relative_energy_kcal_mol": 88.4, "homo_ev": -4.254, "charge": -1, "orbital_gap_ev": 5.370, "elements": ["Tl", "I", "C", "C", "C", "I", "C", "O", "C", "C", "N", "C", "C", "C", "C", "C", "C", "N", "C", "H", "H", "H", "H", "H", "H", "H", "H", "H", "H", "H", "Se", "Se", "Se", "Se", "S", "C", "N", "N", "C", "C", "C", "C", "C", "C", "N", "N", "C", "C", "C", "C", "C", "C", "H", "H", "H", "H", "H", "H", "H", "H", "H", "H", "H", "C", "C", "C", "C", "N", "C", "C", "H", "H", "H", "H", "H", "H", "H"], "xyz": [[-1.005, -1.435, 1.334], [-1.958, -8.602, -1.344], [-2.117, -6.608, -0.597], [-2.980, -5.733, -1.267], [-3.070, -4.492, -0.784], [-4.613, -3.254, -1.249], [-2.381, -4.066, 0.407], [-2.618, -2.922, 0.957], [-1.527, -5.007, 1.050], [-0.691, -4.592, 2.201], [0.310, -3.584, 1.781], [1.083, -3.991, 0.580], [1.220, -2.810, -0.323], [2.175, -3.140, -1.472], [1.855, -2.466, -2.821], [0.637, -1.910, -2.937], [-0.252, -1.823, -1.798], [-0.082, -2.391, -0.690], [-1.488, -6.265, 0.550], [-3.604, -6.167, -2.049], [-1.260, -3.993, 2.897], [-0.242, -5.436, 2.691], [1.044, -3.539, 2.513], [2.103, -4.361, 0.774], [0.617, -4.866, 0.072], [2.421, -4.182, -1.644], [2.508, -2.719, -3.664], [0.357, -1.375, -3.785], [-1.294, -1.345, -2.024], [-0.905, -6.967, 1.196], [-0.762, -0.446, 3.630], [0.612, -1.709, 5.088], [2.781, -1.357, 4.279], [3.640, -3.157, 3.211], [-2.502, 0.576, 0.015], [-1.229, 1.169, -1.057], [-1.323, 2.181, -1.895], [-2.338, 3.097, -1.905], [-2.131, 4.389, -2.430], [-0.892, 4.907, -2.884], [-0.700, 6.119, -3.472], [-1.766, 6.969, -3.672], [-2.983, 6.572, -3.132], [-3.228, 5.267, -2.554], [0.095, 0.738, -1.107], [0.651, 0.157, -0.188], [1.936, -0.375, -0.385], [2.773, 0.171, -1.205], [4.033, -0.467, -1.534], [4.352, -1.713, -1.174], [3.299, -2.526, -0.584], [2.187, -1.724, 0.228], [-3.209, 3.046, -1.310], [-0.069, 4.277, -2.648], [0.306, 6.417, -3.763], [-1.660, 7.919, -4.227], [-3.861, 7.266, -3.136], [-4.199, 4.877, -2.173], [2.499, 1.140, -1.643], [4.699, 0.288, -1.919], [5.404, -2.022, -1.217], [3.794, -3.308, 0.008], [2.456, -1.779, 1.291], [1.568, 4.054, 4.529], [0.555, 4.418, 3.500], [0.592, 5.584, 2.800], [-0.389, 5.892, 1.876], [-1.316, 4.997, 1.401], [-1.266, 3.770, 1.951], [-0.427, 3.527, 3.041], [2.292, 4.814, 4.463], [2.008, 3.094, 4.343], [1.068, 4.008, 5.473], [1.367, 6.316, 3.080], [-0.509, 6.842, 1.383], [-1.957, 3.134, 1.453], [-0.495, 2.630, 3.615]]}

---

Entry 10:
{"formula": "CH6CuO6", "method": "the ωB97M-V functional and the def2-TZVPD basis", "homo_ev": -1.955, "charge": -1, "orbital_gap_ev": 4.324, "elements": ["Cu", "C", "O", "O", "O", "O", "H", "H", "O", "H", "H", "O", "H", "H"], "xyz": [[-0.373, 0.015, -0.207], [-1.084, 1.971, 0.437], [0.243, 1.690, 0.526], [-1.446, 2.762, 1.334], [-1.814, 1.231, -0.244], [-0.675, -1.247, 1.152], [0.162, -1.699, 1.158], [-1.339, -1.928, 0.928], [-0.069, -1.056, -1.806], [-0.790, -0.839, -2.354], [0.312, -1.927, -2.069], [2.339, 0.080, 0.706], [1.822, 0.895, 0.635], [2.713, 0.052, -0.197]]}

---

What did the third record say?
{"formula": "C13H22Cl2N3O2Ti", "method": "the ωB97M-V functional and the def2-TZVPD basis", "s_squared": 2.006, "spin_multiplicity": 3, "relative_energy_kcal_mol": 0.8, "homo_ev": [-9.132, -10.925], "charge": 1, "orbital_gap_ev": [6.600, 8.251], "elements": ["Ti", "N", "C", "C", "N", "C", "C", "N", "H", "H", "H", "H", "H", "H", "H", "H", "H", "H", "H", "H", "H", "C", "C", "O", "C", "C", "C", "C", "C", "C", "O", "H", "H", "H", "H", "H", "H", "H", "Cl", "C", "Cl", "H", "H"], "xyz": [[-0.029, 0.039, -0.845], [1.701, 0.593, 0.599], [3.022, 0.677, -0.050], [3.105, -0.362, -1.152], [1.995, -0.219, -2.114], [2.155, 0.873, -3.098], [1.343, 2.108, -2.738], [-0.057, 1.722, -2.505], [1.499, 1.444, 1.113], [1.694, -0.160, 1.282], [3.845, 0.523, 0.652], [3.141, 1.679, -0.462], [3.023, -1.358, -0.710], [4.079, -0.299, -1.648], [1.923, -1.092, -2.625], [1.816, 0.503, -4.068], [3.209, 1.144, -3.213], [1.456, 2.851, -3.532], [1.713, 2.558, -1.816], [-0.501, 1.438, -3.373], [-0.592, 2.505, -2.144], [-2.109, 2.226, 2.212], [-1.528, 1.045, 1.480], [-1.158, 1.276, 0.298], [-1.452, -0.249, 2.125], [-1.972, -0.353, 3.445], [-2.054, -1.538, 4.116], [-1.619, -2.711, 3.476], [-1.107, -2.663, 2.210], [-0.981, -1.447, 1.495], [-0.456, -1.503, 0.300], [-2.021, 3.101, 1.575], [-1.592, 2.408, 3.154], [-3.162, 2.058, 2.440], [-2.327, 0.539, 3.940], [-2.456, -1.576, 5.119], [-1.688, -3.661, 3.990], [-0.760, -3.558, 1.709], [-2.922, -0.635, -1.731], [-2.300, -2.255, -2.089], [-0.749, -2.139, -2.950], [-3.010, -2.774, -2.721], [-2.118, -2.759, -1.147]]}